Record 1
A 2-piece molecular cluster, C3H3NO3 overall, computed with ωB97M-V with the def2-TZVPD basis set.

E_tot = -396.3634 Ha
energy relative to the best compared isomer or geometry (same formula, charge and spin) = 685.4 kJ/mol
HOMO = -9.7 eV
Kohn-Sham gap = 8.3876 eV

Atoms and positions in Å:
C1 0.741 -1.110 -0.131
C2 0.020 -0.378 -1.201
C3 0.572 0.271 0.019
N1 -0.870 0.937 1.259
O1 1.349 -2.111 0.217
O2 -1.932 0.576 0.911
O3 -0.470 1.785 1.997
H1 0.304 -0.289 -2.273
H2 -1.101 -0.566 -1.108
H3 1.386 0.885 0.311

Here are the Mulliken charges for atoms 1 to 2, given in e: number 1, C, carries 0.58; number 2, C, carries -0.54

Record 2
C3H3NO3 in the gas phase, computed with ωB97M-V with the def2-TZVPD basis set.

E_tot = -396.5556 Ha
energy relative to the best compared isomer or geometry (same formula, charge and spin) = 180.6 kJ/mol
HOMO = -10.5 eV
Kohn-Sham gap = 10.2802 eV
SMILES = [H]/N=C(/C=O)OC=O

Atoms and positions in Å:
N1 0.522 -1.403 -0.547
C1 0.379 -0.179 -0.327
O1 -0.725 0.628 -0.156
C2 -1.708 0.345 0.741
O2 -1.568 -0.268 1.757
C3 1.675 0.567 -0.399
O3 1.778 1.759 -0.293
H1 -0.211 -2.073 -0.558
H2 -2.642 0.771 0.354
H3 2.502 -0.147 -0.572

Here are the Mulliken charges for atoms 1 to 2, given in e: number 1, N, carries -0.51; number 2, C, carries 0.52

Record 3
C3H3NO3 as an isolated structure, computed with ωB97M-V with the def2-TZVPD basis set.

E_tot = -396.4420 Ha
energy relative to the best compared isomer or geometry (same formula, charge and spin) = 478.9 kJ/mol
HOMO (alpha / beta) = -7.7 / -7.7 eV
Kohn-Sham gap (alpha / beta) = 7.4145 / 7.4165 eV

Atoms and positions in Å:
N1 0.316 0.268 -0.330
C1 -0.362 -0.644 0.239
C2 -2.161 0.465 -0.037
C3 2.197 -0.248 -0.027
O1 -0.460 -1.782 0.512
O2 -2.293 1.622 0.172
O3 2.982 0.580 0.282
H1 0.300 1.219 0.017
H2 -2.961 -0.203 -0.441
H3 2.442 -1.277 -0.389

Here are the Mulliken charges for atoms 1 to 2, given in e: number 1, N, carries -0.43; number 2, C, carries 0.48

Record 4
C3H3NO3 in the gas phase, computed with ωB97M-V with the def2-TZVPD basis set.

E_tot = -396.2880 Ha
energy relative to the best compared isomer or geometry (same formula, charge and spin) = 267.8 kJ/mol
HOMO (alpha / beta) = -6.5 / -11.7 eV
Kohn-Sham gap (alpha / beta) = 6.6621 / 8.9970 eV
<S²> = 2.01
spin multiplicity = 3

Atoms and positions in Å:
C1 0.876 0.420 -0.792
C2 -0.537 0.749 -0.624
C3 0.098 0.248 0.578
N1 -0.246 -1.144 0.812
O1 -0.555 -1.792 -0.148
O2 1.953 0.276 -1.269
O3 -0.168 -1.546 1.919
H1 -0.780 1.830 -0.568
H2 -0.997 -0.029 -1.240
H3 0.357 0.987 1.333

Here are the Mulliken charges for atoms 1 to 2, given in e: number 1, C, carries 0.31; number 2, C, carries -0.42

Record 5
C3H3NO4 in the gas phase, computed with ωB97M-V with the def2-TZVPD basis set.

E_tot = -471.6695 Ha
energy relative to the best compared isomer or geometry (same formula, charge and spin) = 534.7 kJ/mol
HOMO = -9.9 eV
Kohn-Sham gap = 9.3536 eV
SMILES = O=C(O)C(=O)/C=N\O

Atoms and positions in Å:
C1 -1.451 0.415 -0.845
C2 0.052 0.876 -0.406
C3 1.087 -0.273 -0.369
H1 -1.231 -1.193 1.706
H2 -2.062 0.766 -1.879
H3 2.859 -0.581 0.720
N1 -1.813 -0.317 0.151
O1 -0.858 -0.445 1.301
O2 0.522 2.024 0.129
O3 2.076 0.017 0.489
O4 0.819 -1.289 -0.997

Here are the Mulliken charges for atoms 1 to 2, given in e: number 1, C, carries -0.05; number 2, C, carries 0.52

Record 6
An isolated ion of composition C3H3NO4S and charge -2, computed with ωB97M-V with the def2-TZVPD basis set.

E_tot = -869.9690 Ha
energy relative to the best compared isomer or geometry (same formula, charge and spin) = 144.6 kJ/mol
HOMO = 0.4 eV
Kohn-Sham gap = 6.2354 eV
total charge = -2

Atoms and positions in Å:
C1 2.197 0.249 0.374
C2 1.071 -0.301 -0.112
C3 -1.190 -1.474 -0.170
N1 -1.827 -0.433 -0.333
O1 -1.323 -2.669 -0.340
O2 0.387 -1.222 0.496
O3 -1.453 1.958 -1.170
O4 -2.507 1.627 1.028
S1 -1.365 1.232 0.139
H1 2.725 1.016 -0.169
H2 2.568 -0.008 1.356
H3 0.718 0.026 -1.099

Here are the Mulliken charges for atoms 1 to 2, given in e: number 1, C, carries -0.87; number 2, C, carries -0.03

Record 7
C3H3NOS in the gas phase, computed with ωB97M-V with the def2-TZVPD basis set.

E_tot = -644.2590 Ha
energy relative to the best compared isomer or geometry (same formula, charge and spin) = 73.3 kJ/mol
HOMO = -8.6 eV
Kohn-Sham gap = 9.2046 eV
SMILES = O=C=N/C=C\S

Atoms and positions in Å:
C1 0.213 0.942 -0.150
C2 -0.591 0.232 -0.975
C3 1.095 -0.243 1.913
N1 0.853 0.344 0.882
O1 1.520 -0.659 2.919
S1 -0.919 -1.480 -0.665
H1 0.329 1.954 -0.179
H2 -1.119 0.634 -1.930
H3 -1.381 -1.723 -1.814

Here are the Mulliken charges for atoms 1 to 2, given in e: number 1, C, carries -0.18; number 2, C, carries -0.26

Record 8
C3H3NOS2 in the gas phase, computed with ωB97M-V with the def2-TZVPD basis set.

E_tot = -1042.3819 Ha
energy relative to the best compared isomer or geometry (same formula, charge and spin) = 306.6 kJ/mol
HOMO (alpha / beta) = -7.9 / -7.9 eV
Kohn-Sham gap (alpha / beta) = 8.0226 / 8.0215 eV
SMILES = O/N=c1/ccss1

Atoms and positions in Å:
C1 -0.354 -0.640 -0.015
C2 -1.665 -1.024 -0.098
C3 -0.159 0.778 -0.030
N1 1.120 1.348 0.084
O1 1.067 2.758 0.070
S1 -2.873 0.211 0.042
S2 -1.630 1.749 -0.026
H1 0.322 -1.373 -0.364
H2 -2.175 -2.059 0.020
H3 1.722 2.874 -0.567

Here are the Mulliken charges for atoms 1 to 2, given in e: number 1, C, carries -0.57; number 2, C, carries -0.06

Record 9
C3H3NOS2 in the gas phase, computed with ωB97M-V with the def2-TZVPD basis set.

E_tot = -1042.4178 Ha
energy relative to the best compared isomer or geometry (same formula, charge and spin) = 212.2 kJ/mol
HOMO = -8.4 eV
Kohn-Sham gap = 8.5688 eV
SMILES = Sc1ncoc1S

Atoms and positions in Å:
C1 0.557 -0.144 -0.598
C2 -0.371 -1.998 -0.518
C3 -0.270 -0.195 0.555
H1 0.394 2.001 -0.381
H2 -0.591 -2.962 -0.905
H3 -0.178 0.193 2.986
N1 0.307 -1.233 -1.310
O1 -0.925 -1.333 0.520
S1 1.106 1.250 -1.380
S2 -0.722 0.880 1.797

Here are the Mulliken charges for atoms 1 to 2, given in e: number 1, C, carries 0.43; number 2, C, carries 0.02

Record 10
C3H3NOS3 in the gas phase, computed with ωB97M-V with the def2-TZVPD basis set.

E_tot = -1440.5526 Ha
energy relative to the best compared isomer or geometry (same formula, charge and spin) = 290.2 kJ/mol
HOMO = -9.1 eV
Kohn-Sham gap = 8.3215 eV
SMILES = S=C1CSC(=S)ON1

Atoms and positions in Å:
C1 -1.269 -0.169 -0.112
C2 -0.565 1.024 0.382
C3 1.910 -0.061 -0.201
H1 -0.453 0.963 1.425
H2 -1.369 1.822 0.228
H3 -0.805 -2.052 -0.294
N1 -0.345 -1.124 -0.462
O1 1.196 -1.251 -0.267
S1 -2.887 -0.208 -0.167
S2 1.034 1.385 -0.540
S3 3.553 -0.328 0.008

Here are the Mulliken charges for atoms 1 to 2, given in e: number 1, C, carries 0.36; number 2, C, carries -0.68

Record 11
A 2-piece molecular cluster, C3H3NS overall, computed with ωB97M-V with the def2-TZVPD basis set.

E_tot = -568.9561 Ha
energy relative to the best compared isomer or geometry (same formula, charge and spin) = 161.5 kJ/mol
HOMO = -11.5 eV
Kohn-Sham gap = 10.9210 eV

Atoms and positions in Å:
C1 1.799 0.066 -0.164
C2 0.365 -0.430 3.693
C3 0.395 0.138 0.329
N1 2.791 -0.031 -0.768
S1 1.179 0.727 4.310
H1 0.067 1.109 0.571
H2 0.285 -0.365 1.272
H3 -0.260 -0.348 -0.494

Here are the Mulliken charges for atoms 1 to 2, given in e: number 1, C, carries 0.33; number 2, C, carries -0.03

Record 12
C3H3NS in the gas phase, computed with ωB97M-V with the def2-TZVPD basis set.

E_tot = -568.9584 Ha
energy relative to the best compared isomer or geometry (same formula, charge and spin) = 155.4 kJ/mol
HOMO = -9.7 eV
Kohn-Sham gap = 10.2376 eV
SMILES = N#C[C@@H]1CS1

Atoms and positions in Å:
C1 0.740 -2.322 -0.084
C2 -0.142 0.339 0.497
C3 -0.292 -0.858 -0.295
N1 1.203 -3.386 -0.046
S1 -1.529 -0.702 0.933
H1 0.618 0.618 1.322
H2 -0.364 1.391 0.056
H3 -0.535 -0.660 -1.317

Here are the Mulliken charges for atoms 1 to 2, given in e: number 1, C, carries 0.13; number 2, C, carries -0.48

Record 13
C3H3NS2 in the gas phase, computed with ωB97M-V with the def2-TZVPD basis set.

E_tot = -967.1901 Ha
energy relative to the best compared isomer or geometry (same formula, charge and spin) = 67.9 kJ/mol
HOMO = -9.6 eV
Kohn-Sham gap = 8.6484 eV
SMILES = CC(=S)SC#N

Atoms and positions in Å:
C1 1.760 -0.866 -1.048
C2 -0.389 0.875 -0.283
C3 -0.804 -0.071 0.780
N1 2.319 -1.814 -0.728
S1 -1.194 2.258 -0.529
S2 1.027 0.570 -1.480
H1 -0.183 0.147 1.765
H2 -1.797 0.105 0.981
H3 -0.740 -1.205 0.542

Here are the Mulliken charges for atoms 1 to 2, given in e: number 1, C, carries 0.36; number 2, C, carries 0.31

Record 14
C3H3NS2 in the gas phase, computed with ωB97M-V with the def2-TZVPD basis set.

E_tot = -967.1938 Ha
energy relative to the best compared isomer or geometry (same formula, charge and spin) = 58.3 kJ/mol
HOMO = -8.8 eV
Kohn-Sham gap = 7.9838 eV
SMILES = S=C1C=NCS1

Atoms and positions in Å:
C1 0.579 0.661 -1.172
C2 0.725 -0.673 -1.886
C3 -0.270 -0.600 0.519
N1 -0.011 0.646 -0.072
S1 1.295 -0.965 -3.398
S2 0.193 -1.919 -0.793
H1 1.143 1.282 -1.745
H2 0.469 -0.582 1.273
H3 -1.211 -0.661 0.966

Here are the Mulliken charges for atoms 1 to 2, given in e: number 1, C, carries -0.08; number 2, C, carries 0.18

Record 15
C3H3NaO as an isolated structure, computed with ωB97M-V with the def2-TZVPD basis set.

E_tot = -353.2422 Ha
energy relative to the best compared isomer or geometry (same formula, charge and spin) = 124.2 kJ/mol
HOMO (alpha / beta) = -12.7 / -12.4 eV
Kohn-Sham gap (alpha / beta) = 7.7818 / 7.2945 eV
<S²> = 0.78
total charge = +1
spin multiplicity = 2

Atoms and positions in Å:
H1 -1.146 -0.950 1.341
O1 0.715 -0.651 -0.665
C1 -1.057 -0.446 0.373
C2 -0.498 0.847 0.308
C3 0.626 0.603 -0.588
H2 -1.757 -0.767 -0.404
H3 -0.452 1.567 1.123
Na1 3.570 -0.202 -1.489

Here are the Mulliken charges for atoms 1 to 2, given in e: number 1, H, carries 0.27; number 2, O, carries -0.33

Record 16
An isolated ion of composition C3H3O2 and charge +1, computed with ωB97M-V with the def2-TZVPD basis set.

E_tot = -266.2343 Ha
energy relative to the best compared isomer or geometry (same formula, charge and spin) = 100.5 kJ/mol
HOMO = -16.3 eV
Kohn-Sham gap = 10.3518 eV
total charge = +1

Atoms and positions in Å:
C1 -0.096 0.638 -0.191
C2 1.230 -0.209 -0.355
C3 0.447 1.880 -0.490
O1 1.912 -0.059 -1.298
O2 1.009 2.814 -0.705
H1 -0.518 0.636 0.771
H2 1.580 -1.084 0.378
H3 -0.789 0.330 -1.076

Here are the Mulliken charges for atoms 1 to 2, given in e: number 1, C, carries -0.15; number 2, C, carries -0.03

Record 17
C3H3O2Rb as an isolated structure, computed with ωB97M-V with the def2-TZVPD basis set.

E_tot = -290.5933 Ha
energy relative to the best compared isomer or geometry (same formula, charge and spin) = 16.1 kJ/mol
HOMO = -5.1 eV
Kohn-Sham gap = 3.8570 eV

Atoms and positions in Å:
O1 1.250 -0.582 -0.746
Rb1 0.780 -3.345 -1.760
O2 1.387 2.450 0.895
C1 0.963 1.446 0.413
C2 0.556 0.230 0.043
C3 -0.943 0.012 0.249
H1 -1.450 -0.095 -0.725
H2 -1.448 0.808 0.816
H3 -1.096 -0.924 0.815

Here are the Mulliken charges for atoms 1 to 2, given in e: number 1, O, carries -0.86; number 2, Rb, carries 0.93

Record 18
A 2-piece molecular cluster, C3H3O2S overall, computed with ωB97M-V with the def2-TZVPD basis set.

E_tot = -664.6913 Ha
energy relative to the best compared isomer or geometry (same formula, charge and spin) = 378.3 kJ/mol
HOMO (alpha / beta) = -4.0 / -4.0 eV
Kohn-Sham gap (alpha / beta) = 7.5918 / 7.5897 eV
total charge = -1

Atoms and positions in Å:
C1 0.661 -0.143 0.816
C2 1.853 -0.185 1.268
C3 -0.751 0.126 0.911
O1 -0.789 -0.260 -2.057
O2 1.649 -0.524 -2.347
S1 0.574 0.193 -1.688
H1 -1.134 -0.363 1.884
H2 -0.767 1.261 1.200
H3 -1.296 -0.106 0.013

Here are the Mulliken charges for atoms 1 to 2, given in e: number 1, C, carries 0.00; number 2, C, carries -0.54

Record 19
C3H3O2Sm as an isolated structure, computed with ωB97M-V with the def2-TZVPD basis set.

E_tot = -924.2026 Ha
energy relative to the best compared isomer or geometry (same formula, charge and spin) = 127.7 kJ/mol
HOMO (alpha / beta) = -10.9 / -10.9 eV
Kohn-Sham gap (alpha / beta) = 4.8465 / 4.9829 eV
<S²> = 12.01
total charge = +1
spin multiplicity = 7

Atoms and positions in Å:
C1 -2.156 -0.711 -0.237
O1 -0.028 -0.651 0.341
C2 -1.642 0.499 0.021
C3 -0.992 -1.642 0.047
O2 -1.526 1.686 -0.021
H1 -3.219 -0.939 -0.180
H2 -1.178 -2.288 0.926
H3 -0.737 -2.257 -0.835
Sm1 2.194 0.074 -0.121

Here are the Mulliken charges for atoms 1 to 2, given in e: number 1, C, carries -0.74; number 2, O, carries -0.73